C24H48Cl6O21 | the ωB97M-V functional and the def2-TZVPD basis

Geometry (Å):
C (0.88953, 2.12057, 2.34601)
O (0.55177, 3.42796, 2.69152)
C (1.19426, 4.02314, 3.67362)
O (2.06737, 3.49134, 4.38880)
O (0.73506, 5.26191, 3.77215)
C (1.50606, 6.17263, 4.57348)
H (0.10712, 1.43443, 2.67027)
H (1.76048, 1.72792, 2.87078)
H (0.87651, 1.94849, 1.26976)
H (1.75254, 7.01630, 3.92883)
H (2.36793, 5.80203, 5.12839)
H (0.86397, 6.48128, 5.39845)
C (-0.10823, -2.51657, -0.91958)
O (0.75067, -3.17470, -1.81435)
C (0.91008, -2.59136, -3.07555)
O (0.76719, -1.38303, -3.42589)
O (1.49903, -3.50512, -3.78821)
C (1.62404, -3.28534, -5.21686)
H (-0.21579, -3.04883, 0.02553)
H (-1.04051, -2.32127, -1.44950)
H (0.28197, -1.52466, -0.69166)
H (0.92753, -3.84563, -5.84060)
H (2.61081, -3.63889, -5.51583)
H (1.74938, -2.22542, -5.43814)
C (1.15430, 0.67891, -0.74648)
O (2.13917, -0.06464, -1.42366)
C (2.56142, -1.30010, -0.90790)
O (2.35959, -1.71099, 0.23679)
O (3.38408, -1.79665, -1.85278)
C (4.00389, -3.00694, -1.63399)
H (1.69781, 1.04803, 0.12327)
H (0.33651, 0.00307, -0.49637)
H (0.75996, 1.43481, -1.42560)
H (3.36849, -3.85532, -1.88818)
H (4.30498, -3.08402, -0.58924)
H (4.88677, -3.08313, -2.26867)
C (-3.18308, -5.11225, -2.83650)
O (-2.94666, -3.74801, -2.30105)
C (-2.77348, -3.68596, -0.95329)
O (-2.96160, -4.56687, -0.08433)
O (-2.36887, -2.40904, -0.63749)
C (-2.33289, -2.02544, 0.79302)
H (-3.11706, -5.09366, -3.92433)
H (-4.13181, -5.43610, -2.40856)
H (-2.38664, -5.80591, -2.56706)
H (-1.57821, -2.56098, 1.36900)
H (-3.36204, -2.14706, 1.13087)
H (-2.14311, -0.95226, 0.81248)
C (0.41752, -1.70448, 1.90328)
O (1.76059, -1.41562, 2.31268)
C (2.33239, -0.26145, 2.14161)
O (1.87588, 0.81492, 1.66898)
O (3.53579, -0.28776, 2.76587)
C (4.46968, 0.81185, 2.92902)
H (0.41334, -1.96488, 0.84485)
H (-0.25113, -0.84955, 2.00379)
H (-0.10460, -2.39254, 2.56816)
H (5.18017, 0.73441, 2.10604)
H (5.01333, 0.94391, 3.86449)
H (3.97877, 1.78258, 2.85992)
C (-0.46604, 6.74027, 0.96231)
O (-0.60249, 5.35901, 0.71402)
C (0.33424, 4.62853, 0.17131)
O (1.35974, 5.02593, -0.21370)
O (-0.10746, 3.38070, 0.23139)
C (0.74670, 2.34779, -0.32442)
H (0.47530, 7.09268, 1.38396)
H (-1.23335, 6.95798, 1.70524)
H (-0.75649, 7.30592, 0.07700)
H (0.33527, 1.34393, -0.21907)
H (1.58707, 2.27070, 0.36545)
H (0.91097, 2.56834, -1.37916)
C (-0.94209, -0.39707, -2.68285)
O (-1.03132, -0.69739, -1.27503)
C (-1.18606, 0.35376, -0.47384)
O (-1.44511, 1.49358, -0.77918)
O (-1.00072, -0.08107, 0.82197)
C (-1.16594, 0.81739, 1.90197)
H (-0.01006, -0.91517, -2.90867)
H (-0.86911, 0.66630, -2.91096)
H (-1.80256, -0.71406, -3.27209)
H (-0.24597, 1.38853, 2.02671)
H (-1.44140, 0.31161, 2.82739)
H (-1.97550, 1.52926, 1.74084)
C (-2.26928, -0.92054, 4.10762)
Cl (-1.24117, -1.72652, 2.98697)
Cl (-3.94861, -0.78452, 3.50134)
H (-2.15097, -1.44241, 5.05723)
H (-1.75751, 0.04147, 4.13451)
C (-4.52293, 0.48774, -0.16907)
Cl (-3.47652, 0.50910, -1.63666)
Cl (-3.68420, 0.87715, 1.36674)
H (-5.34775, 1.18020, -0.33725)
H (-4.80716, -0.55774, -0.04954)
C (-1.20603, -2.05334, -5.30671)
Cl (-2.22408, -1.96470, -3.84322)
Cl (-2.42987, -2.10472, -6.69782)
H (-0.56886, -1.16913, -5.32356)
H (-0.55515, -2.92732, -5.33171)

frontier orbital gap: 7.9 eV
energy relative to the best compared isomer or geometry (same formula, charge and spin): 48.829 eV
LUMO: 0.236 eV
HOMO level: -7.7 eV
electronic energy: -5282.67905 Ha

---

C19H34AsHgN5O3S | the ωB97M-V functional and the def2-TZVPD basis

Geometry (Å):
Hg (1.27012, -0.96159, 0.52200)
N (3.20605, -3.01165, -0.35239)
C (4.50445, -2.85844, 0.28827)
C (4.35342, -1.93954, 1.49392)
N (3.75039, -0.65810, 1.07934)
H (2.70940, -3.84183, -0.06208)
H (3.23312, -2.98464, -1.36066)
H (5.20256, -2.40534, -0.41827)
H (4.94007, -3.80595, 0.61096)
H (5.33293, -1.81727, 1.96390)
H (3.68287, -2.40511, 2.22026)
H (4.32819, -0.18612, 0.39307)
H (3.61692, -0.03442, 1.86281)
C (-0.82974, 2.50232, 5.33242)
O (-0.42662, 2.56543, 3.95710)
C (0.56048, 1.78578, 3.48055)
O (0.80493, 1.80109, 2.29659)
N (1.19101, 1.02031, 4.43041)
N (2.29603, 0.25638, 4.05164)
H (-1.72065, 3.11356, 5.40513)
H (-0.06469, 2.92340, 5.98653)
H (-1.06863, 1.48098, 5.62590)
H (1.14833, 1.32297, 5.38773)
H (2.32860, -0.57866, 4.61586)
H (3.14750, 0.79344, 4.15738)
C (-1.95724, 2.16389, -1.77894)
As (-0.87901, 1.90431, -0.20682)
C (-1.70451, 3.12764, 1.01665)
C (0.85926, 2.54341, -0.71914)
O (-0.96236, 0.29071, 0.22083)
H (-1.95190, 3.21477, -2.07590)
H (-2.97689, 1.86088, -1.54257)
H (-1.57957, 1.55193, -2.59579)
H (-2.13719, 3.94703, 0.44364)
H (-0.98456, 3.50653, 1.73162)
H (-2.48810, 2.58449, 1.53968)
H (0.74861, 3.35739, -1.43554)
H (1.39541, 1.71419, -1.18023)
H (1.39898, 2.87962, 0.16223)
N (0.54931, -2.34959, -1.58591)
S (-0.84042, -2.40788, -2.36911)
C (-0.81357, -0.97930, -3.42278)
C (-1.82945, -0.81105, -4.35757)
C (-1.75250, 0.24016, -5.25916)
C (-0.65220, 1.09014, -5.24608)
C (0.36769, 0.89479, -4.32443)
C (0.29287, -0.14676, -3.40786)
C (-2.15739, -2.01937, -1.20934)
C (-3.20637, -1.15071, -1.46876)
C (-4.24558, -1.05196, -0.55353)
C (-4.24274, -1.82432, 0.59848)
C (-3.18141, -2.68287, 0.85387)
C (-2.13745, -2.78519, -0.05325)
H (0.86336, -3.30403, -1.44403)
H (-2.66357, -1.50243, -4.39692)
H (-2.54108, 0.38091, -5.98753)
H (-0.58518, 1.89612, -5.96628)
H (1.23886, 1.53923, -4.33509)
H (1.08749, -0.34509, -2.70114)
H (-3.21872, -0.53894, -2.35833)
H (-5.06769, -0.37413, -0.75033)
H (-5.06328, -1.75168, 1.30175)
H (-3.17302, -3.28606, 1.75350)
H (-1.30592, -3.45379, 0.14169)

⟨S²⟩: 0.754
frontier orbital gap (alpha / beta): 7.3 / 7.9 eV
energy relative to the best compared isomer or geometry (same formula, charge and spin): 0.130 eV
LUMO (alpha / beta): -1.698 / -3.080 eV
total charge: +1
HOMO level (alpha / beta): -9.0 / -10.9 eV
electronic energy: -4030.96162 Ha
spin multiplicity: 2